15
Properties=species:S:1:pos:R:3 method="wB97M-V/def2-TZVPD" smiles=CCCCO total_charge=0 orbital_gap_ha=0.40186 relative_energy_kj_mol=122.1
C 1.71 1.37 -0.51
C 0.94 0.32 0.32
C -0.50 0.05 -0.19
C -1.26 -1.29 0.45
O -2.42 -1.57 -0.26
H 1.78 1.06 -1.56
H 1.21 2.34 -0.48
H 2.73 1.50 -0.13
H 1.50 -0.63 0.29
H 0.93 0.64 1.37
H -0.49 -0.19 -1.25
H -1.09 0.99 -0.07
H -0.57 -2.14 0.37
H -1.28 -0.69 1.35
H -3.18 -1.77 0.29